1.
DFT (ωB97M-V with the def2-TZVPD basis set) results for a molecular structure, C36H69KN10O2SSi3.

The LUMO energy comes out at -0.1 eV. The calculation puts the HOMO energy at -6.16 eV. The value obtained for the frontier orbital gap is 6.015 eV. The value obtained for the energy above the lowest of the compared OMol25 structures with the same formula, charge and spin is 0.338 eV.

Cartesian coordinates (Å):
K 0.5462 0.6101 0.0050
C -1.8174 1.3604 2.4735
N -1.0779 1.0493 3.6806
C -1.0880 2.0187 4.7594
C -0.0298 1.4438 5.6838
N 0.8558 0.7554 4.7504
C 1.9775 0.0314 5.3122
C 0.1655 0.4337 3.5957
N 0.4856 -0.2485 2.5590
C 1.7035 -1.0486 2.4591
C 2.9144 -0.2762 1.8936
N 2.9643 -0.4679 0.4472
C 3.9566 -0.1493 -0.3004
N 5.0982 0.5941 -0.0486
C 5.7487 0.7234 1.2396
C 5.9629 0.6209 -1.2216
C 5.0237 0.2216 -2.3528
N 3.9930 -0.5106 -1.6413
C 2.7973 -0.9109 -2.3538
H -2.8848 1.3962 2.6934
H -1.6331 0.5833 1.7344
H -1.5108 2.3223 2.0431
H -2.0712 2.0841 5.2220
H -0.8035 3.0160 4.4002
H -0.4651 0.7425 6.4060
H 0.5150 2.2117 6.2290
H 2.3496 0.6067 6.1578
H 2.7903 -0.0618 4.5971
H 1.7025 -0.9646 5.6746
H 1.4980 -1.8514 1.7526
H 1.9728 -1.5236 3.4047
H 3.8157 -0.6575 2.3854
H 2.8113 0.7849 2.1624
H 5.0481 1.0296 2.0091
H 6.5062 1.5023 1.1553
H 6.2480 -0.2019 1.5539
H 6.7954 -0.0843 -1.1143
H 6.3772 1.6191 -1.3618
H 5.5085 -0.4136 -3.0938
H 4.6097 1.0987 -2.8614
H 3.0569 -1.6459 -3.1208
H 2.3125 -0.0563 -2.8443
H 2.0972 -1.3651 -1.6511
C -0.7181 -0.0768 -3.0762
O -0.2368 0.9279 -2.1902
Si -0.7021 2.5696 -2.3419
C 0.1042 3.1648 -3.9391
C -2.5378 2.5805 -2.7479
C -0.2273 3.3084 -0.7637
Si -1.4181 4.4826 -0.0618
C -3.1489 3.7563 0.2291
C -1.7063 6.0476 -1.0821
C -0.8335 5.1198 1.6334
Si 1.5120 3.7988 -0.5206
C 2.7197 2.7835 -1.5806
C 2.0984 3.4668 1.2705
C 1.9646 5.5955 -0.8658
H -0.4328 0.1316 -4.1158
H -1.8109 -0.1472 -3.0321
H -0.2988 -1.0440 -2.7799
H -0.3809 2.7230 -4.8191
H 1.1711 2.9196 -3.9843
H 0.0079 4.2559 -4.0172
H -2.7190 2.1918 -3.7574
H -2.9250 3.6074 -2.7125
H -3.1213 1.9809 -2.0400
H -3.8488 4.0787 -0.5535
H -3.5586 4.0872 1.1923
H -3.1392 2.6600 0.2280
H -2.1260 5.7955 -2.0659
H -0.7595 6.5753 -1.2512
H -2.4013 6.7403 -0.5869
H -0.3011 4.3437 2.1971
H -1.6837 5.4592 2.2389
H -0.1471 5.9711 1.5207
H 2.4310 1.7264 -1.5872
H 3.7469 2.8538 -1.2020
H 2.7147 3.1348 -2.6189
H 1.5014 2.6829 1.7558
H 2.0035 4.3697 1.8867
H 3.1538 3.1586 1.2922
H 1.6794 5.8669 -1.8895
H 3.0394 5.7820 -0.7456
H 1.4288 6.2664 -0.1824
C -3.7725 -6.5011 -1.2570
C -4.3914 -5.1075 -1.2469
C -3.4278 -4.0880 -0.6681
N -4.0332 -2.7507 -0.6351
C -3.7457 -1.7450 0.2105
S -3.8808 -0.1534 -0.2329
N -3.3535 -2.1143 1.4942
C -3.6574 -3.2592 2.2377
O -2.8907 -3.6291 3.0943
C -4.9434 -3.9667 1.9636
C -6.0760 -3.2970 1.5153
C -7.2558 -3.9980 1.3088
C -7.3021 -5.3667 1.5394
C -6.1738 -6.0333 2.0034
C -5.0007 -5.3299 2.2262
H -4.4370 -7.2249 -1.7305
H -3.5762 -6.8430 -0.2362
H -2.8243 -6.5066 -1.8018
H -5.3089 -5.1022 -0.6511
H -4.6616 -4.8105 -2.2647
H -2.5059 -4.0588 -1.2537
H -3.1576 -4.3960 0.3367
H -4.3356 -2.3968 -1.5296
H -2.7543 -1.4525 1.9683
H -6.0484 -2.2256 1.3464
H -8.1394 -3.4729 0.9674
H -8.2205 -5.9141 1.3637
H -6.2130 -7.0981 2.1989
H -4.1154 -5.8264 2.6065
N 0.1769 -4.6024 0.9686
C 1.1448 -5.0118 0.0766
C 1.3211 -3.9559 -0.7688
N 0.4771 -2.9200 -0.4212
C -0.1945 -3.3460 0.6196
H -0.1843 -5.1279 1.7439
H 1.6148 -5.9799 0.1356
H 2.0093 -3.8726 -1.5989
H -0.9138 -2.7776 1.1836

***

2.
DFT (ωB97M-V with the def2-TZVPD basis set) results for a molecular structure, C36H70Cl24F6O3Si2.

The LUMO energy comes out at 0.3 eV. The calculation puts the HOMO energy at -8.25 eV. The value obtained for the frontier orbital gap is 8.508 eV. The value obtained for the energy above the lowest of the compared OMol25 structures with the same formula, charge and spin is 5.976 eV.

Cartesian coordinates (Å):
C -0.3473 -3.6612 -2.4794
C -0.7099 -2.6360 -3.5559
C 0.4057 -1.7635 -4.0656
O 0.6631 -1.7040 -5.2510
O 1.1766 -1.0428 -3.1893
C 0.4705 -0.3385 -2.1744
C 0.0752 1.1004 -2.5593
Si -1.7933 1.2149 -2.7007
O -2.4308 1.8414 -1.2758
Si -2.6609 0.6868 -0.0914
C -4.2637 -0.2998 -0.2617
C -5.2830 0.2306 -1.2841
C -5.5087 -0.6981 -2.4765
C -6.1975 -1.9830 -2.1317
F -5.3934 -2.7910 -1.3917
F -7.3268 -1.7868 -1.4159
C -6.5839 -2.8341 -3.3778
F -7.6005 -3.6634 -3.0727
F -5.5465 -3.6020 -3.7459
F -6.9470 -2.0676 -4.4125
C -2.2960 2.2965 -4.1701
C -3.7925 2.3900 -4.3578
F -1.7564 1.7557 -5.3387
H 0.3725 -3.2648 -1.7722
H -1.2687 -3.9255 -1.9830
H 0.0965 -4.5241 -2.9613
H -1.1850 -3.1098 -4.3989
H -1.4633 -1.9670 -3.1448
H -0.4164 -0.8646 -1.8444
H 1.1279 -0.3065 -1.3125
H 0.5844 1.4460 -3.4517
H 0.3492 1.7433 -1.7311
H -2.3727 -0.1403 -2.9054
H -2.6804 1.3754 1.2124
H -1.5386 -0.2793 -0.1122
H -4.7322 -0.3232 0.7147
H -3.9485 -1.3072 -0.4968
H -4.9900 1.1876 -1.6982
H -6.2445 0.3711 -0.8042
H -6.1507 -0.1752 -3.1780
H -4.5992 -0.9234 -3.0245
H -1.9109 3.3046 -4.0392
H -4.2676 2.7971 -3.4708
H -4.0020 3.0702 -5.1757
H -4.2295 1.4231 -4.5874
Cl 4.6597 -1.5287 -0.4192
C 4.7349 -0.7449 -2.0223
C 5.4604 0.5700 -1.9721
Cl 4.5602 1.8140 -1.0621
H 3.7223 -0.6282 -2.3857
H 5.2625 -1.4270 -2.6871
H 5.5966 0.9544 -2.9819
H 6.4397 0.4668 -1.5084
Cl 2.3147 7.0904 0.4296
C 2.9332 5.6974 1.3653
C 3.2899 4.5307 0.4881
Cl 1.8593 3.7584 -0.2522
H 2.1798 5.4290 2.1019
H 3.8306 6.0442 1.8818
H 3.7852 3.7649 1.0849
H 3.9616 4.8258 -0.3148
Cl -1.9006 -4.6132 0.6821
C -3.0625 -5.9741 0.6839
C -2.4661 -7.2226 0.0984
Cl -2.1637 -7.0669 -1.6545
H -3.9465 -5.6540 0.1375
H -3.3560 -6.1555 1.7220
H -3.1569 -8.0498 0.2287
H -1.5244 -7.4761 0.5792
Cl 7.0311 9.6727 3.7053
C 6.3938 9.7395 2.0407
C 5.3082 8.7231 1.8046
Cl 5.9357 7.0500 1.8200
H 7.2266 9.5988 1.3570
H 5.9916 10.7403 1.8963
H 4.8600 8.8801 0.8257
H 4.5253 8.7935 2.5551
Cl -10.9506 -2.7292 2.6016
C -11.0539 -2.3536 0.8614
C -10.3558 -1.0634 0.5149
Cl -11.1947 0.3570 1.1891
H -12.1055 -2.3251 0.5893
H -10.5807 -3.1761 0.3272
H -10.3342 -0.9361 -0.5662
H -9.3330 -1.0543 0.8828
Cl -5.6233 -4.7824 2.0951
C -6.3121 -4.9873 0.4630
C -7.1908 -6.2066 0.3717
Cl -6.2549 -7.7199 0.5082
H -5.4889 -5.0382 -0.2431
H -6.8944 -4.0943 0.2477
H -7.6878 -6.2262 -0.5970
H -7.9495 -6.2097 1.1502
Cl 5.5703 -0.8820 3.3187
C 7.2489 -0.3502 3.0539
C 7.3457 1.1413 2.8698
Cl 6.6000 1.6733 1.3382
H 7.6371 -0.8861 2.1912
H 7.8189 -0.6510 3.9320
H 8.3916 1.4425 2.8389
H 6.8608 1.6772 3.6798
Cl -4.9533 -6.9716 2.9904
C -6.1907 -8.2579 3.1291
C -5.7395 -9.5689 2.5420
Cl -5.5937 -9.4987 0.7672
H -7.0947 -7.8969 2.6451
H -6.3917 -8.3836 4.1915
H -6.4753 -10.3387 2.7673
H -4.7797 -9.8791 2.9469
Cl 8.3017 2.5213 -4.1562
C 9.0615 3.5381 -2.9038
C 8.2584 3.5593 -1.6301
Cl 6.7100 4.4159 -1.8264
H 9.1860 4.5371 -3.3129
H 10.0464 3.1178 -2.7079
H 8.8135 4.0804 -0.8519
H 8.0404 2.5531 -1.2793
Cl 9.0562 6.5773 6.9577
C 8.4805 6.5485 5.2703
C 7.4757 5.4543 5.0315
Cl 8.2102 3.8300 5.1317
H 9.3465 6.4405 4.6225
H 8.0183 7.5127 5.0733
H 7.0601 5.5537 4.0312
H 6.6609 5.4968 5.7494
Cl 6.6948 -3.3297 5.7123
C 5.0454 -3.8550 5.2932
C 4.8711 -5.3453 5.4274
Cl 5.7990 -6.2460 4.2009
H 4.8362 -3.5173 4.2818
H 4.3674 -3.3443 5.9750
H 3.8230 -5.6031 5.2856
H 5.1843 -5.6957 6.4073
Cl -1.3894 4.2983 -1.2821
C -0.4897 5.8058 -1.5929
C -1.2737 6.7685 -2.4461
Cl -1.4741 6.1807 -4.1199
H 0.4575 5.5412 -2.0543
H -0.2830 6.2584 -0.6256
H -0.7457 7.7187 -2.5062
H -2.2640 6.9491 -2.0361

***

3.
DFT (ωB97M-V with the def2-TZVPD basis set) results for a molecular structure, C36H70F18KN3O27S6.

The total charge is -2. The LUMO energy comes out at 1.2 eV. The calculation puts the HOMO energy at -4.99 eV. The value obtained for the frontier orbital gap is 6.191 eV.

Cartesian coordinates (Å):
K -13.0574 7.3479 -21.3234
C -9.4769 5.4240 -24.8727
F -8.3601 5.3581 -25.6615
F -9.4031 4.8678 -23.6428
F -9.8916 6.6804 -24.8533
S -10.8994 4.4416 -25.8485
O -11.2035 5.2268 -27.0726
O -10.3367 3.1172 -26.0644
N -12.3168 4.5683 -24.7754
S -13.0915 3.3378 -25.2580
O -13.5132 3.3546 -26.6297
O -12.5924 2.0704 -24.7346
C -14.7884 3.4600 -24.2985
F -15.6747 4.1203 -25.0224
F -15.1480 2.1837 -23.9592
F -14.5107 4.0828 -23.1674
C -9.3938 9.5324 -16.4011
F -8.1417 9.9675 -16.1624
F -10.1445 9.5034 -15.3423
F -9.9740 10.2025 -17.3767
S -9.2788 7.7641 -17.0726
O -8.6424 7.8967 -18.3734
O -8.4234 7.1326 -16.1029
N -10.9000 7.1545 -17.1663
S -11.0600 6.3451 -15.8564
O -10.3701 5.0890 -15.9446
O -10.9491 7.1494 -14.6424
C -12.9084 5.8819 -15.8775
F -13.2116 5.3988 -17.0851
F -13.1149 4.9454 -14.9390
F -13.7426 6.8824 -15.5456
C -25.3719 0.3248 -15.2748
F -26.5433 -0.3129 -15.3617
F -25.4984 1.5763 -15.6729
F -24.8306 0.2389 -14.0442
S -24.0865 -0.6431 -16.4654
O -23.9949 -2.0475 -16.0409
O -24.6534 -0.3283 -17.7802
N -22.5774 0.2259 -15.9946
S -21.8668 0.3018 -17.4551
O -21.3363 -1.0013 -17.9050
O -22.5640 1.0606 -18.4613
C -20.2837 1.2439 -16.8990
F -19.5508 0.4698 -16.1764
F -19.5600 1.7572 -17.9003
F -20.7237 2.2339 -16.0750
C -13.9927 7.8860 -7.8720
O -14.8172 8.3424 -6.8777
C -15.3213 9.5725 -7.3153
C -16.1814 10.1518 -6.1633
O -15.2880 10.7075 -5.2764
C -15.9811 11.4524 -4.2787
C -14.9974 11.9726 -3.2741
O -14.4672 10.8333 -2.6084
C -13.4381 11.1105 -1.7003
H -14.6018 7.5823 -8.7233
H -13.3803 7.0570 -7.5174
H -13.3040 8.6833 -8.1513
H -15.9924 9.3394 -8.1420
H -14.6087 10.3099 -7.6849
H -16.9184 9.4428 -5.7864
H -16.8371 10.9066 -6.5974
H -16.6830 10.9611 -3.6048
H -16.4710 12.3599 -4.6316
H -15.5354 12.6860 -2.6499
H -14.2596 12.5545 -3.8266
H -12.7392 11.7952 -2.1807
H -12.9660 10.1823 -1.3784
H -13.7595 11.5932 -0.7774
C -1.3319 2.4605 -7.6385
O -1.1356 1.6658 -8.8413
C -2.2418 0.9021 -9.1913
C -3.5919 1.6675 -9.5393
O -3.3967 2.1610 -10.8987
C -4.3550 3.1800 -11.3074
C -5.7932 2.5920 -11.6016
O -6.4396 2.1349 -10.3840
C -7.7180 1.5675 -10.5840
H -1.6690 1.9533 -6.7346
H -1.9844 3.2966 -7.8901
H -0.3420 2.8739 -7.4450
H -2.4885 0.1483 -8.4436
H -1.8982 0.3668 -10.0764
H -3.8241 2.3702 -8.7391
H -4.3548 0.8973 -9.4256
H -3.9795 3.7129 -12.1809
H -4.4289 4.0660 -10.6768
H -5.8990 1.9298 -12.4608
H -6.3712 3.4823 -11.8493
H -7.6624 0.8653 -11.4158
H -8.4705 2.3079 -10.8553
H -8.1511 1.1051 -9.6970
C -14.8623 11.8239 -20.8886
O -15.6968 10.8221 -20.4573
C -16.9148 11.3346 -19.9280
C -17.5822 10.2373 -19.1284
O -17.8427 9.1107 -20.0084
C -18.5368 7.9717 -19.3402
C -20.0182 7.9941 -19.7140
O -20.6935 9.2181 -19.3467
C -21.8189 9.3578 -20.2600
H -13.9023 11.3371 -21.0608
H -14.7341 12.5478 -20.0838
H -15.0713 12.2789 -21.8568
H -17.6290 11.6341 -20.6950
H -16.6818 12.1312 -19.2215
H -18.5083 10.6746 -18.7552
H -16.9287 10.0335 -18.2801
H -18.4574 7.8954 -18.2558
H -17.9998 7.1207 -19.7592
H -20.6496 7.1965 -19.3223
H -20.0701 7.9358 -20.8012
H -22.5492 10.0326 -19.8136
H -22.3615 8.4281 -20.4312
H -21.5489 9.7834 -21.2264
C -5.2164 13.9642 -29.7015
O -5.5982 13.4829 -28.4188
C -5.4883 12.0862 -28.2759
C -5.0167 11.7762 -26.8617
O -5.7566 12.5424 -25.9663
C -5.3713 12.3767 -24.5690
C -6.4250 12.7627 -23.5236
O -6.5829 14.1554 -23.4688
C -7.6765 14.7434 -22.7104
H -5.3524 15.0456 -29.6934
H -5.8767 13.7341 -30.5376
H -4.1976 13.6627 -29.9445
H -4.7900 11.7441 -29.0397
H -6.3657 11.4673 -28.4635
H -3.9841 12.1242 -26.8353
H -4.9699 10.7209 -26.5927
H -4.4518 12.9440 -24.4250
H -5.0358 11.3688 -24.3245
H -6.2991 12.4065 -22.5012
H -7.4182 12.3940 -23.7800
H -7.7284 14.1586 -21.7920
H -8.6304 14.6856 -23.2345
H -7.6347 15.7919 -22.4154
C -0.6117 8.3062 -7.2752
O -1.1700 9.0843 -8.2837
C -0.6042 10.3195 -8.4704
C -1.3854 11.2712 -9.5067
O -1.5090 10.8474 -10.8687
C -2.1368 9.5727 -10.9956
C -2.3400 9.4273 -12.4859
O -1.2050 8.9912 -13.1988
C -1.5890 8.3751 -14.4484
H 0.2977 7.8405 -7.6548
H -1.3819 7.5831 -7.0068
H -0.3166 8.7576 -6.3280
H 0.3832 10.1088 -8.8814
H -0.5533 10.9273 -7.5670
H -0.8873 12.2345 -9.6161
H -2.3609 11.4012 -9.0380
H -3.0926 9.5559 -10.4719
H -1.5398 8.7623 -10.5774
H -2.8879 10.2560 -12.9344
H -3.0895 8.6373 -12.5323
H -0.6786 7.9200 -14.8383
H -1.9141 9.0858 -15.2082
H -2.2889 7.5500 -14.3161